46
Properties=species:S:1:pos:R:3:mulliken_charge:R:1 method="wB97M-V/def2-TZVPD" lumo_energy_ev=-7.93 charge=+2 homo_lumo_gap_ev=4.89
Ba -1.99 -2.60 4.33 1.834
I -1.47 1.02 5.13 0.068
P 2.93 -2.17 0.90 0.488
O -0.61 1.42 2.32 -0.407
O -1.03 -1.41 -2.74 -0.514
O 0.22 -2.05 2.59 -0.702
O 3.84 -0.33 -1.76 -0.264
N -5.14 3.05 0.43 -0.553
N 3.66 -0.91 1.59 -0.627
C 0.77 -1.62 -1.07 0.062
C 1.16 -1.76 0.32 -0.061
C -3.36 1.44 -0.61 -0.420
C -1.42 0.71 2.97 0.255
C 1.85 -1.76 -2.26 -1.104
C -0.75 -1.28 -1.52 0.282
C 2.56 -0.30 -2.43 -0.337
C 4.40 1.03 -1.71 -0.320
C -3.19 -0.14 -0.88 -1.104
C -2.35 -0.39 2.17 0.405
C -1.80 -0.76 -0.41 0.100
C -0.01 -1.59 1.39 0.711
C -1.41 -0.91 0.96 0.800
C -4.86 1.66 -0.01 -0.534
C 4.97 1.39 -0.23 -0.823
H 4.13 1.78 0.43 0.148
H -4.84 3.21 1.40 0.211
H -4.04 -0.77 -0.40 0.448
H 1.91 0.45 -1.85 0.355
H -3.34 0.07 1.83 -0.203
H -5.59 1.40 -0.88 0.281
H -3.32 2.00 -1.62 0.399
H 2.81 -3.20 1.92 0.055
H 5.22 1.16 -2.51 0.271
H -4.77 3.75 -0.22 0.256
H 3.78 -2.60 -0.18 0.112
H 2.65 -2.53 -1.98 0.399
H 1.39 -2.09 -3.25 0.383
H 5.49 0.47 0.23 0.237
H -2.57 -1.23 2.95 -0.774
H -2.54 1.90 0.05 0.291
H -3.28 -0.34 -2.02 0.448
H 5.79 2.20 -0.31 0.364
H 3.60 1.82 -1.94 0.298
H 3.04 -0.08 1.56 0.198
H -5.09 0.92 0.85 0.279
H 2.61 -0.02 -3.54 0.308

***

18
Properties=species:S:1:pos:R:3:mulliken_spin:R:1 method="wB97M-V/def2-TZVPD" multiplicity=8 lumo_energy_ev="-9.19 / -8.99" charge=+2 homo_lumo_gap_ev="8.92 / 9.13"
Eu -4.16 0.75 -0.45 7.017
S 1.67 -0.30 -0.72 0.000
S 0.02 1.62 0.69 0.000
O 1.86 -0.40 -2.11 0.000
O -1.42 0.93 -0.20 -0.002
O 1.01 1.24 -0.51 0.000
O 0.74 -1.14 0.00 0.000
O -2.86 -1.22 -1.33 -0.007
O -0.20 3.01 0.61 0.000
C 3.18 -0.17 0.16 0.000
C -2.24 -1.34 -0.29 -0.005
C -1.98 -0.12 0.59 -0.002
H 3.98 -0.15 -0.58 0.000
H 3.24 -1.05 0.80 0.000
H -1.35 -0.44 1.42 -0.002
H -1.84 -2.28 0.09 0.001
H -2.87 0.31 1.08 0.000
H 3.21 0.74 0.76 0.000

***

17
Properties=species:S:1:pos:R:3:mulliken_charge:R:1 method="wB97M-V/def2-TZVPD" lumo_energy_ev=3.64 charge=-1 homo_lumo_gap_ev=7.27 smiles="C=CCCCC(=O)[O-]"
O 3.09 0.03 -2.44 -0.724
O 1.74 -1.61 -2.20 -0.717
C -0.25 -0.24 -0.74 -0.549
C -0.87 0.25 2.52 -0.830
C 2.14 -0.48 -1.89 0.507
C -1.39 -0.27 1.38 -0.163
C -1.32 0.48 0.17 -0.376
C 1.23 0.40 -0.87 -0.691
H 1.69 0.46 0.07 0.290
H -0.95 -0.54 3.33 0.207
H -2.00 -1.20 1.38 0.286
H -0.75 -0.49 -1.63 0.457
H -1.09 1.55 0.37 0.281
H -2.24 0.37 -0.53 0.240
H 1.18 1.40 -1.34 0.268
H -0.29 1.13 2.69 0.323
H 0.07 -1.25 -0.27 0.190

***

52
Properties=species:S:1:pos:R:3:mulliken_charge:R:1 method="wB97M-V/def2-TZVPD" lumo_energy_ev=-2.90 homo_lumo_gap_ev=5.74
Au 0.67 0.80 0.54 0.818
Br 1.31 0.27 3.12 -0.019
Cl 1.43 -7.19 -1.70 -0.233
S -1.85 -1.56 0.32 1.097
F -4.41 -1.57 -0.43 -0.226
F -3.57 0.40 -0.12 -0.218
F -4.05 -0.85 1.58 -0.224
O 2.10 -0.80 0.24 -0.711
O 3.30 -0.86 -1.68 -0.744
O -1.44 -1.54 -1.06 -0.564
O -2.00 -2.85 0.93 -0.572
O -1.17 -0.56 1.16 -0.499
N 0.10 0.21 -3.56 0.219
N 0.21 1.13 -1.59 -0.186
C 2.93 -4.97 -1.98 -0.570
C -0.38 3.23 5.49 -0.621
C -1.08 1.25 -2.04 -0.291
C 1.36 -3.49 -0.23 -0.096
C -0.82 3.89 3.21 0.836
C 3.23 -3.64 -1.74 -0.470
C 0.29 2.08 5.03 -0.685
C -0.05 2.55 1.32 0.091
C -0.92 4.10 4.60 -0.880
C 2.64 -1.37 -0.78 0.499
C 0.39 1.86 3.69 0.698
C -1.16 0.68 -3.27 -0.756
C -3.57 -0.87 0.33 0.417
C -0.56 3.48 0.46 -0.194
C -1.37 4.80 2.29 -0.820
C -1.24 4.61 0.94 -0.997
C 0.90 0.50 -2.53 -0.825
C -0.14 2.73 2.72 0.557
C 1.83 -5.54 -1.37 0.404
C 2.42 -2.90 -0.89 0.079
C 0.46 -0.59 -4.71 -0.910
C 1.04 -4.82 -0.49 -0.823
H 0.76 -2.93 0.45 0.487
H -0.46 3.34 -0.61 0.710
H -1.85 1.71 -1.45 0.514
H -1.87 5.68 2.68 0.379
H -1.98 0.57 -3.94 0.464
H 0.15 -1.62 -4.57 0.320
H 1.96 0.29 -2.50 0.895
H 1.54 -0.56 -4.85 0.341
H 4.07 -3.16 -2.22 0.450
H 0.17 -5.25 -0.01 0.482
H 3.55 -5.56 -2.64 0.416
H -0.45 3.41 6.56 0.390
H 0.72 1.38 5.73 0.410
H -1.44 4.99 4.94 0.381
H -0.03 -0.19 -5.60 0.363
H -1.66 5.31 0.24 0.420

***

72
Properties=species:S:1:pos:R:3:mulliken_charge:R:1 method="wB97M-V/def2-TZVPD" lumo_energy_ev=0.54 homo_lumo_gap_ev=9.90 smiles="COCCNCCOC.NC(N)=O.NC(N)=O.NC(N)=O.CO.CO.CO.CO"
O 6.46 12.88 12.21 -0.441
O 7.53 4.66 5.75 -0.556
O 11.33 9.14 7.96 -0.584
O 7.99 6.91 10.05 -0.730
O 11.09 9.03 10.66 -0.751
O 8.99 13.49 8.52 -0.671
O 9.92 6.16 11.99 -0.621
O 5.25 5.03 10.20 -0.570
O 6.90 11.17 6.13 -0.357
N 9.23 11.31 8.04 0.105
N 6.26 8.17 9.36 -0.231
N 11.17 10.86 11.96 -0.386
N 10.79 8.82 12.87 -0.307
N 6.14 11.66 8.77 0.405
N 8.16 9.17 9.91 0.414
N 10.94 12.43 9.17 -0.468
C 7.52 13.45 12.96 -0.510
C 5.62 12.03 10.07 -0.873
C 11.99 8.06 7.32 -0.752
C 7.94 5.68 6.67 -0.392
C 5.21 12.05 7.63 -0.753
C 10.88 5.48 11.20 -0.428
C 5.75 4.11 9.18 -0.485
C 9.72 12.51 8.49 0.401
C 7.50 8.02 9.77 0.356
C 5.50 11.18 6.48 -0.722
C 6.87 12.43 10.88 -0.154
C 11.01 9.53 11.78 0.522
C 7.21 10.56 4.91 -0.847
H 11.35 4.63 11.69 0.283
H 5.29 11.20 10.67 0.208
H 9.12 9.08 10.12 -0.291
H 6.75 3.80 9.36 0.218
H 7.09 6.37 6.82 0.082
H 10.93 11.14 12.91 0.193
H 6.44 10.92 4.12 0.307
H 8.08 14.20 12.35 0.261
H 11.20 13.35 9.44 0.263
H 6.97 12.23 8.64 -0.249
H 5.61 7.41 9.60 0.286
H 5.37 10.17 6.78 0.353
H 13.02 8.03 7.60 0.262
H 10.84 9.15 13.80 0.146
H 11.57 6.23 10.87 0.197
H 11.09 11.51 11.18 0.209
H 5.41 13.10 7.50 0.391
H 8.51 11.51 7.34 0.246
H 7.56 11.62 10.87 0.267
H 8.24 5.21 7.60 0.216
H 5.19 3.19 9.27 0.316
H 8.25 12.60 13.19 0.117
H 10.70 7.80 12.77 0.251
H 8.20 10.87 4.56 0.256
H 11.43 7.19 7.58 0.233
H 5.66 4.59 8.15 0.175
H 4.21 11.89 8.02 0.446
H 7.30 9.48 4.93 0.286
H 11.28 9.04 8.92 0.499
H 7.25 13.87 13.93 0.308
H 7.87 9.99 9.41 0.051
H 7.40 13.28 10.39 0.328
H 8.74 6.31 6.23 0.332
H 10.34 5.13 10.25 0.110
H 6.05 5.44 10.60 0.311
H 8.25 4.29 5.25 0.292
H 11.69 12.08 8.60 0.221
H 9.31 6.63 11.33 0.505
H 5.89 9.14 9.31 0.075
H 4.84 12.82 10.10 0.395
H 4.85 11.44 5.65 0.460
H 9.87 10.53 7.93 0.279
H 11.88 8.23 6.26 0.295

***

28
Properties=species:S:1:pos:R:3:mulliken_charge:R:1 method="wB97M-V/def2-TZVPD" lumo_energy_ev=0.73 homo_lumo_gap_ev=9.34 smiles=CCc1ccc(O)cc1.CCO
O -3.08 -2.37 0.94 -0.548
O 1.75 1.10 1.21 -0.572
C -0.27 2.10 -2.76 -1.290
C -0.58 -1.07 -1.40 -0.680
C 0.41 1.25 -1.69 -0.742
C 1.68 -0.22 1.77 0.149
C 2.85 -0.40 2.72 -1.321
C -1.31 0.67 0.06 -0.008
C -0.50 0.26 -1.00 0.371
C -2.18 -0.20 0.70 -0.783
C -1.44 -1.96 -0.76 -0.561
C -2.24 -1.53 0.29 0.872
H -1.32 1.71 0.38 0.355
H 0.88 1.25 0.82 0.227
H -3.06 -3.25 0.57 0.280
H 2.77 -1.35 3.25 0.367
H 1.72 -0.95 0.95 0.223
H 2.84 0.42 3.44 0.326
H 0.07 -1.38 -2.20 0.365
H -0.70 1.48 -3.55 0.333
H 0.48 2.74 -3.23 0.399
H -2.78 0.13 1.53 0.399
H -1.04 2.72 -2.31 0.329
H -1.52 -2.98 -1.11 0.277
H 1.21 0.66 -2.15 0.446
H 0.75 -0.33 2.33 0.225
H 3.77 -0.40 2.14 0.318
H 0.82 1.92 -0.94 0.243

***

36
Properties=species:S:1:pos:R:3:mulliken_charge:R:1 method="wB97M-V/def2-TZVPD" lumo_energy_ev=1.97 charge=-1 homo_lumo_gap_ev=3.91
Br -2.08 1.72 -0.68 -0.235
Br -0.98 4.97 -0.20 -0.255
O 1.49 -4.60 -3.40 -0.512
O 1.03 -2.67 -4.23 -0.489
N 0.94 -3.88 -4.20 0.831
C 0.66 -0.68 1.25 0.538
C -1.00 4.30 2.54 -1.297
C -0.35 -0.74 2.36 -1.255
C 2.46 -0.52 -0.90 -0.501
C -1.73 1.47 2.18 -0.657
C 1.42 -1.44 -0.93 -0.064
C 2.61 0.31 0.20 -0.482
C 0.08 -4.51 -5.24 -0.724
C 0.53 -1.51 0.13 -0.277
C -1.23 2.29 1.00 -0.477
C -1.69 -0.04 2.02 -0.278
C 1.72 0.23 1.26 -0.394
C -1.61 3.75 1.26 -0.005
H -0.15 2.27 0.79 0.381
H -1.29 5.34 2.67 0.394
H -1.37 3.72 3.38 0.416
H 1.28 -2.08 -1.79 0.153
H -2.45 -0.50 2.67 0.270
H -0.29 -2.22 0.09 0.332
H 0.08 -0.27 3.25 0.390
H -1.96 -0.33 1.00 0.308
H 0.09 4.27 2.49 0.321
H -0.92 -4.10 -5.12 0.290
H 3.41 1.05 0.23 0.350
H -1.03 1.72 3.00 -0.256
H 0.10 -5.58 -5.09 0.303
H -2.69 3.84 1.26 0.474
H 3.15 -0.44 -1.74 0.371
H 0.49 -4.23 -6.21 0.277
H 1.83 0.89 2.12 0.291
H -0.54 -1.79 2.61 0.466

***

7
Properties=species:S:1:pos:R:3:mulliken_charge:R:1 method="wB97M-V/def2-TZVPD" lumo_energy_ev=-2.22 homo_lumo_gap_ev=4.67
Ca 2.58 0.27 0.03 1.592
F -1.23 -1.79 0.33 -0.615
O 0.79 -0.74 -0.05 -0.687
O -1.67 1.92 -0.10 -0.490
C 0.45 0.63 -0.22 -0.915
C -0.73 1.17 -0.15 0.760
H -0.18 -1.47 0.16 0.356

***

108
Properties=species:S:1:pos:R:3:mulliken_charge:R:1 method="wB97M-V/def2-TZVPD" lumo_energy_ev=-3.66 charge=+1 homo_lumo_gap_ev=7.33
S -4.65 -2.31 3.34 1.328
F -5.76 -2.93 2.46 -0.164
O 3.34 -9.92 -1.80 -0.559
O 5.90 5.94 -1.44 -0.596
O -5.37 0.59 -6.91 -0.583
O -1.05 -6.75 -2.76 -0.579
O 0.09 -8.16 -4.70 -0.620
O 2.98 3.81 2.21 -0.612
O 1.46 1.63 1.97 -0.490
O -6.88 2.62 5.05 -0.485
O 5.08 2.55 -1.78 -0.709
O 2.35 -5.11 1.04 -0.674
O 3.54 5.48 -2.69 -0.566
O 3.49 0.41 -2.06 -0.536
O 2.54 10.05 -2.88 -0.563
O -2.10 -0.97 -3.94 -0.560
O -4.96 -2.51 4.71 -0.605
O 3.96 -1.78 -1.84 -0.402
O -3.31 0.45 -2.04 -0.519
O -5.73 3.95 3.40 -0.379
O 2.14 -8.57 0.16 -0.640
O -6.53 2.07 -5.03 -0.559
O -3.37 -2.76 2.95 -0.501
O 4.65 -6.46 0.96 -0.588
O 6.23 -3.16 -1.98 -0.629
O 4.88 10.51 -1.72 -0.604
N -4.16 0.25 2.16 0.325
N -5.42 1.49 3.44 0.168
C -3.81 0.52 -3.16 0.979
C -5.58 0.19 3.89 -0.684
C 4.08 3.27 0.22 -0.795
C -5.47 1.35 -4.71 0.416
C -4.79 -0.57 3.09 -0.030
C 3.82 6.65 -2.47 0.919
C 3.06 -3.38 -0.39 -1.218
C 5.54 -4.87 -0.51 -0.876
C 4.24 2.38 -0.91 1.151
C 3.33 1.18 -1.01 0.525
C 2.27 1.81 1.08 0.717
C 4.61 9.34 -1.91 1.008
C 4.54 -5.34 0.25 0.330
C -1.46 1.01 2.61 0.022
C 2.27 -9.18 -2.10 0.343
C -4.97 1.33 -3.46 -1.088
C 3.16 3.02 1.16 0.128
C -3.67 -0.25 -5.51 -0.924
C 0.00 -7.51 -2.46 0.420
C -1.74 0.13 1.38 -0.388
C 1.65 -8.44 -0.95 1.004
C 3.30 9.01 -2.57 0.355
C 5.12 6.97 -1.78 0.447
C 3.22 -4.63 0.35 1.064
C -3.22 -0.24 1.13 -0.913
C -4.41 4.43 3.73 -0.631
C -4.58 1.48 2.39 -0.521
C 0.61 -8.27 -3.60 0.963
C 5.37 -3.64 -1.26 1.124
C -1.71 0.33 3.98 -0.106
C 5.48 8.24 -1.53 -0.833
C 2.94 7.75 -2.83 -1.068
C -4.86 0.54 -5.82 0.952
C 0.49 -7.60 -1.22 -0.975
C 0.15 -0.85 5.20 -1.310
C 4.06 -2.91 -1.15 0.168
C 2.41 0.93 -0.06 -1.096
C -3.18 -0.27 -4.27 0.287
C -0.55 0.52 4.98 -0.487
C 1.77 -9.10 -3.34 -0.925
B -6.03 2.76 3.97 0.557
H -1.41 0.70 0.51 0.404
H 3.48 -9.80 -0.84 0.354
H -0.55 -1.46 5.78 0.362
H 2.21 -9.63 -4.18 0.423
H -6.68 1.91 -5.99 0.365
H -0.39 1.26 2.56 0.209
H 0.16 1.30 4.69 0.352
H -3.33 -1.32 1.08 0.350
H -6.33 2.41 5.81 0.353
H -1.20 -6.88 -3.72 0.367
H 2.26 3.40 2.73 0.309
H -5.41 1.90 -2.65 0.432
H -1.10 -0.76 1.41 0.341
H 6.41 8.49 -1.04 0.439
H -0.98 0.77 5.95 0.368
H 3.03 10.84 -2.59 0.362
H 4.22 0.81 -2.58 0.314
H -2.62 0.76 4.42 -0.245
H 2.11 -2.87 -0.30 0.510
H 4.82 -1.68 -2.29 0.385
H 4.74 4.13 0.27 0.516
H -3.23 -0.82 -6.32 0.448
H 1.11 -0.75 5.72 0.391
H -3.56 0.16 0.17 0.275
H -1.95 -0.82 -3.00 0.304
H 6.50 -5.37 -0.58 0.449
H -6.20 -0.11 4.72 0.619
H -3.85 4.63 2.81 0.252
H 2.00 7.50 -3.31 0.425
H 0.07 -7.05 -0.38 0.436
H -1.98 1.97 2.49 0.136
H 3.79 -6.57 1.41 0.349
H 1.75 0.08 -0.12 0.549
H -4.45 5.36 4.30 0.310
H 5.44 5.13 -1.73 0.227
H 0.27 -1.34 4.23 0.280
H -4.21 2.29 1.79 0.693
H -1.91 -0.73 3.80 0.190
H -3.84 3.68 4.29 0.288

***

100
Properties=species:S:1:pos:R:3:mulliken_charge:R:1 method="wB97M-V/def2-TZVPD" lumo_energy_ev=-5.66 charge=+2 homo_lumo_gap_ev=7.86
Pt 0.21 0.60 0.22 1.408
P 1.33 2.03 -1.19 -0.106
O 1.62 1.01 1.66 -0.393
O -0.79 3.74 2.12 -0.575
N -0.73 -0.86 1.39 -0.251
N 0.18 3.51 1.16 0.403
N -1.24 -0.05 -1.04 -0.338
C -2.80 -1.50 -2.87 0.758
C -4.39 -3.42 -3.25 -1.911
C -2.71 -4.13 3.38 2.066
C 3.66 0.26 4.52 -0.410
C 3.73 -0.98 -2.53 -1.013
C 2.14 0.83 -2.29 0.608
C 3.92 0.75 5.78 -0.878
C 3.18 -1.30 -3.77 -0.698
C -3.61 -3.55 4.49 -1.546
C 3.15 1.79 6.29 -0.436
C 4.91 3.90 -0.72 -0.845
C -0.77 5.16 -3.80 -0.691
C -3.55 -2.32 -3.91 2.132
C 3.85 3.11 -1.14 -0.934
C -1.21 -2.09 3.36 -0.946
C -3.57 -4.97 2.44 -2.113
C 2.66 3.03 -0.43 1.515
C 4.79 4.63 0.45 -0.946
C 1.86 1.87 4.27 0.052
C 1.31 3.94 1.54 -1.276
C 2.33 0.32 2.41 0.482
C -1.36 4.76 -2.61 -0.806
C -0.75 3.79 -1.83 0.264
C 0.46 3.22 -2.24 0.797
C 1.05 3.64 -3.43 -0.473
C 2.63 0.82 3.75 0.986
C -1.55 0.46 -2.24 -0.444
C 2.12 -0.56 -4.27 -0.928
C 0.44 4.61 -4.20 -0.849
C -0.59 -1.06 2.71 -0.563
C -2.20 -2.73 1.30 -0.585
C 2.52 3.82 0.72 1.235
C 3.21 0.07 -1.80 -0.312
C -4.46 -1.43 -4.76 -1.794
C -2.03 -2.98 2.66 0.460
C -2.48 -2.97 -4.81 -1.587
C -2.50 -2.00 -1.61 -0.150
C -1.54 -1.67 0.70 0.597
C -1.76 -1.26 -0.71 -0.759
C 1.60 0.50 -3.53 -0.623
C -1.63 -5.03 4.00 -1.554
C -2.33 -0.22 -3.15 -0.954
C 2.89 -0.98 1.93 -1.870
C 3.59 4.59 1.15 -0.985
C 2.12 2.34 5.55 -1.068
H 4.72 0.33 6.37 0.453
H 2.00 3.23 -3.74 0.447
H -2.97 -3.63 -5.53 0.424
H 0.91 4.93 -5.12 0.476
H -2.98 -5.42 1.64 0.442
H -3.77 -4.20 -2.82 0.355
H -1.17 1.44 -2.46 0.367
H -5.14 -0.84 -4.14 0.410
H -5.02 -3.89 -4.01 0.442
H -2.85 -3.35 0.71 0.558
H 3.98 2.54 -2.05 0.415
H 1.05 2.29 3.68 0.517
H 0.78 1.07 -3.94 0.438
H -5.05 -3.02 -2.48 0.457
H -4.03 -5.78 3.00 0.424
H -3.89 -0.74 -5.39 0.365
H 1.39 4.46 2.49 0.327
H -1.04 -4.49 4.75 0.338
H -2.10 -5.87 4.50 0.457
H 5.82 3.93 -1.29 0.491
H 3.48 5.19 2.05 0.484
H 0.04 -0.35 3.24 0.516
H 1.70 -0.80 -5.23 0.497
H -5.06 -2.05 -5.42 0.456
H 3.60 -2.11 -4.35 0.449
H -1.20 3.48 -0.90 0.416
H 4.26 -0.55 4.12 0.434
H -4.36 -2.88 4.08 0.386
H -1.25 5.92 -4.41 0.441
H -0.95 -5.41 3.24 0.377
H 5.60 5.25 0.80 0.439
H -1.06 -2.20 4.43 0.525
H -2.55 0.27 -4.09 0.365
H 3.64 0.31 -0.83 0.661
H -1.78 -3.57 -4.23 0.367
H 1.52 3.14 5.96 0.468
H -2.29 5.20 -2.29 0.477
H -1.92 -2.21 -5.36 0.399
H -2.86 -2.97 -1.31 0.332
H -4.38 -4.38 1.99 0.449
H 3.95 -0.84 1.71 0.534
H 2.38 -1.28 1.01 0.217
H 2.81 -1.76 2.68 0.509
H 4.56 -1.55 -2.14 0.464
H 3.36 2.16 7.29 0.430
H -3.03 -3.02 5.24 0.334
H -1.58 3.32 1.77 0.366
H -4.13 -4.37 5.00 0.456